A cluster of 14 separate species, C3H33O14 in total at a distorted geometry. Source: the Open Molecules 2025 dataset; level of theory: ωB97M-V/def2-TZVPD.

Structure (XYZ):
```
50
Properties=species:S:1:pos:R:3:forces:R:3:nbo_charge:R:1
C -1.459 1.043 -0.382 -0.809 0.948 1.770 -0.637
C -0.476 0.700 0.720 1.207 -1.953 -0.475 0.113
C -0.789 -0.689 1.414 0.106 0.527 0.207 -0.660
O 0.736 0.539 0.059 0.025 -0.389 0.049 -0.999
H -1.014 1.608 -1.202 -0.234 -0.166 0.299 0.209
H -2.307 1.543 0.064 -0.408 0.906 -0.063 0.189
H -1.927 0.157 -0.673 -0.322 -1.592 -1.269 0.213
H -0.393 1.461 1.495 -0.197 0.353 0.219 0.132
H -1.116 -1.391 0.645 -0.362 0.008 0.055 0.190
H -1.528 -0.537 2.186 -0.864 -0.185 0.063 0.190
H 0.022 -1.216 1.970 0.038 0.967 -0.618 0.225
O 2.549 -0.358 1.789 1.300 0.772 0.921 -1.010
H 1.709 -0.090 1.415 -0.381 0.076 -0.733 0.492
H 2.582 -1.304 1.858 -0.295 -0.716 0.028 0.481
O 0.647 3.515 -0.018 -0.381 2.236 -0.645 -0.961
H 0.569 2.628 -0.318 0.187 -1.730 -0.208 0.485
H 0.909 3.979 -0.843 -0.003 -0.354 0.940 0.471
O 2.968 1.798 -0.177 0.470 0.934 -2.160 -1.005
H 2.122 1.331 -0.188 -0.261 -0.128 0.444 0.492
H 3.374 1.543 0.620 0.611 -0.596 1.620 0.475
O -0.901 2.174 -3.656 -0.713 0.405 -1.241 -1.004
H -1.429 2.610 -2.988 0.068 0.119 0.313 0.480
H -0.171 1.702 -3.267 0.604 -0.384 0.459 0.495
O -3.821 -1.791 -1.866 -1.736 -0.217 0.268 -0.975
H -4.263 -1.024 -2.240 -0.055 -0.020 0.023 0.462
H -2.908 -1.627 -2.030 1.741 0.292 -0.235 0.494
O 2.071 -3.127 1.366 0.956 -0.947 1.725 -0.979
H 1.635 -2.841 0.571 -0.935 0.098 -0.831 0.511
H 1.538 -3.683 1.965 0.028 0.541 -1.283 0.463
O 0.982 -2.263 4.232 2.075 -1.285 -0.617 -0.930
H 0.085 -2.078 4.413 -1.549 -0.101 0.022 0.469
H 1.076 -3.129 3.760 -0.616 1.428 0.864 0.464
O -1.568 -4.747 1.340 0.990 -0.210 -0.308 -0.956
H -2.450 -4.446 1.528 -0.440 0.410 -0.160 0.475
H -1.223 -4.239 0.585 -0.488 -0.122 0.463 0.483
O 1.882 2.831 2.705 1.432 0.061 1.696 -0.946
H 1.134 2.809 2.145 -1.161 -0.141 -1.076 0.481
H 1.764 2.185 3.420 -0.099 0.164 -0.646 0.466
O -2.197 4.077 -1.991 0.334 0.845 0.523 -0.967
H -1.799 4.883 -2.405 -0.348 -1.119 0.885 0.481
H -1.921 4.027 -1.042 0.007 0.297 -1.239 0.499
O 1.189 -1.818 -1.031 -0.954 -2.478 0.283 -1.011
H 0.914 -1.040 -0.538 0.139 1.860 0.872 0.513
H 1.912 -1.592 -1.577 1.180 0.542 -0.658 0.479
O 1.127 0.760 -2.485 -0.550 0.642 -2.691 -0.998
H 2.008 0.446 -2.562 1.130 -0.093 0.125 0.474
H 0.806 0.589 -1.617 -0.264 -0.219 2.321 0.499
O -1.125 -1.725 -2.474 -1.960 -0.444 -1.040 -0.985
H -0.328 -1.514 -2.002 1.086 -0.503 0.364 0.509
H -1.197 -2.670 -2.693 0.670 0.660 0.374 0.472
```
Positions in Å, forces in eV/Å.

Properties
Charge: -1
HOMO (eV): -5.88
LUMO (eV): 2.4

A cluster of 2 separate species, C7H16NO4P in total at a distorted geometry. Source: the Open Molecules 2025 dataset; level of theory: ωB97M-V/def2-TZVPD.

Structure (XYZ):
```
29
Properties=species:S:1:pos:R:3:forces:R:3:nbo_charge:R:1
C -3.387 0.723 0.201 -1.232 -1.618 2.270 -0.604
C -2.036 0.064 0.305 0.642 -1.574 -1.051 -0.103
C -2.054 -1.194 -0.605 -1.516 -2.170 4.011 -0.587
C -1.648 -0.283 1.783 1.404 -1.753 -2.480 -0.614
C -1.040 1.023 -0.283 0.225 1.646 1.326 0.177
N -0.526 2.081 -0.175 -1.525 -2.154 -0.946 0.176
O 0.033 3.125 -0.329 0.422 0.922 0.104 -0.423
H -3.797 0.710 -0.771 -0.148 0.722 -1.226 0.223
H -4.157 0.161 0.806 0.877 -0.107 -0.544 0.212
H -3.382 1.620 0.758 -0.003 1.645 -0.167 0.219
H -2.133 -0.948 -1.585 -0.606 0.827 -2.989 0.205
H -1.175 -1.844 -0.521 -0.032 0.280 0.342 0.229
H -2.997 -1.842 -0.263 1.979 1.261 -0.897 0.201
H -1.351 0.699 2.121 -0.251 -0.139 1.448 0.218
H -0.706 -0.996 1.700 -1.831 1.571 0.524 0.253
H -2.513 -0.859 2.187 0.788 0.900 0.324 0.224
C 2.642 2.417 0.671 3.554 1.342 2.732 -0.241
O 2.630 1.037 0.965 -0.907 -1.401 -0.201 -0.813
P 2.013 -0.090 0.004 0.774 0.980 -1.928 2.191
O 1.619 -1.288 0.715 -0.235 -0.945 1.011 -1.097
O 3.094 -0.297 -1.172 -1.364 0.703 -0.354 -0.822
C 4.167 -1.145 -0.871 -0.006 -1.224 0.654 -0.274
H 3.785 2.759 0.588 -2.396 -0.703 0.130 0.175
H 2.216 2.958 1.590 0.335 -0.647 -1.741 0.200
H 2.177 2.595 -0.236 -1.037 0.817 -1.440 0.197
H 1.050 0.317 -0.933 0.141 0.723 0.712 -0.107
H 4.403 -1.818 -1.789 -0.698 0.696 1.985 0.197
H 3.802 -1.587 0.150 1.787 -0.450 -2.019 0.208
H 4.997 -0.473 -0.752 0.855 -0.150 0.409 0.178
```
Positions in Å, forces in eV/Å.

Properties
Charge: 0
Structure (SMILES): CC(C)(C)C#[N+][O-].CO[PH](=O)OC
HOMO (eV): -9.68
LUMO (eV): 0.6

The molecule C2H7N3OS at a distorted geometry. Source: the Open Molecules 2025 dataset; level of theory: ωB97M-V/def2-TZVPD.

Structure (XYZ):
```
14
Properties=species:S:1:pos:R:3:forces:R:3:nbo_charge:R:1
H -1.147 2.677 -0.387 1.183 -0.404 1.330 0.330
N -0.332 2.334 0.215 -1.623 1.332 -1.441 -0.705
C -0.154 1.110 -0.022 0.960 -1.249 0.730 0.528
N 0.809 0.380 0.625 0.718 0.469 1.706 -0.799
S 1.884 -0.655 -0.128 -0.368 -1.320 -0.348 0.193
N -0.813 0.289 -0.898 -0.088 -1.450 -0.266 -0.340
O -1.108 -1.081 -0.504 0.610 1.650 -1.060 -0.378
C -1.876 -1.195 0.654 -0.294 -1.140 1.630 -0.272
H 1.186 0.816 1.458 -0.136 0.079 -0.249 0.409
H 1.065 -1.775 -0.097 0.834 0.684 -0.051 0.117
H -1.599 0.763 -1.242 -1.689 0.059 -0.820 0.356
H -2.128 -2.287 0.743 0.166 1.005 -0.281 0.204
H -1.328 -0.949 1.593 -0.112 0.126 -0.689 0.182
H -2.801 -0.626 0.630 -0.161 0.159 -0.191 0.175
```
Positions in Å, forces in eV/Å.

Properties
Charge: 0
Structure (SMILES): [H]/N=C(/NS)NOC
HOMO (eV): -8.91
LUMO (eV): 0.7

The molecule C3HNO2 at a distorted geometry. Source: the Open Molecules 2025 dataset; level of theory: ωB97M-V/def2-TZVPD.

Structure (XYZ):
```
7
Properties=species:S:1:pos:R:3:forces:R:3:nbo_charge:R:1
C 0.505 0.837 1.444 0.553 1.020 -0.962 -0.336
C -0.423 0.775 0.708 -3.406 -0.976 -2.601 0.292
O -1.345 0.307 -0.170 1.290 2.649 1.351 -0.278
N -0.725 -0.713 -0.791 -1.585 -2.413 -0.722 -0.291
C 0.214 -0.747 -1.543 -0.580 0.822 1.577 0.827
O 1.195 -1.016 -2.047 2.272 -0.592 -2.082 -0.442
H 0.579 0.557 2.399 1.457 -0.509 3.439 0.228
```
Positions in Å, forces in eV/Å.

Properties
Charge: 0
Structure (SMILES): C#CON=C=O
HOMO (eV): -10.36
LUMO (eV): 0.1